Entry from the Open Molecules 2025 dataset: C26H43F3O2P2V as an isolated structure (ωB97M-V with the def2-TZVPD basis set).

The geometry in XYZ format:
```
77
C26H43F3O2P2V (ωB97M-V with the def2-TZVPD basis set)
V -0.60425 1.37579 0.01234
C 0.23593 0.70718 1.92493
C 1.22224 1.36950 1.11373
C -0.51577 2.86726 1.54489
C -0.81523 1.63466 2.18901
C 0.77942 2.72139 0.91627
C 0.32286 -0.61829 2.56988
H 1.09152 -1.23059 2.10301
H -0.65098 -1.14417 2.49707
H 0.56204 -0.51470 3.63945
C -1.93071 1.41086 3.13584
H -2.21691 0.35535 3.13116
H -2.79381 2.02585 2.85963
H -1.62783 1.68173 4.15779
C -1.42454 4.04698 1.55742
H -1.74128 4.27517 2.58397
H -2.33946 3.82072 0.98650
H -0.95557 4.94054 1.13466
C 1.65441 3.83110 0.43707
H 2.04853 4.40517 1.29254
H 1.10743 4.54028 -0.19092
H 2.51486 3.44660 -0.12394
C 2.59641 0.88539 0.76917
H 3.31950 1.70781 0.85583
H 2.66930 0.48974 -0.25608
H 2.90449 0.09799 1.46550
C 0.79183 -3.95108 1.50554
C 1.94766 -4.21052 2.13523
C 3.32853 -4.04397 1.56572
C 3.52177 -4.50471 0.08514
C 3.61408 -3.42373 -0.94477
C 2.77842 -2.37922 -1.03929
C 1.65027 -2.17412 -0.08049
C 0.67441 -3.35759 0.13066
H 4.01136 -4.66166 2.17832
H 2.73473 -5.22891 -0.17383
H 3.69149 -3.00863 1.69257
H 0.78570 -4.10768 -0.67134
H -0.17174 -4.17065 1.98126
H 1.92771 -4.59103 3.16260
H -0.36285 -2.97764 0.05144
H 2.07353 -1.89820 0.89123
H 2.93666 -1.58210 -1.77636
H 1.06685 -1.29785 -0.40611
H 4.47729 -5.05369 0.05269
H 4.41890 -3.54554 -1.67600
P -1.06215 -0.00820 -1.90660
P -0.67799 2.91559 -1.69027
C -1.51102 0.97284 -3.46339
C -1.81300 2.40802 -3.08486
H -2.38091 0.49461 -3.93201
H -0.66464 0.89387 -4.16265
H -1.66429 3.10412 -3.92286
H -2.84530 2.52605 -2.72062
C -1.08616 4.69169 -1.61924
H -0.30581 5.26935 -1.11696
H -2.02989 4.84629 -1.08390
H -1.19264 5.07801 -2.64152
C 0.94928 2.88248 -2.58510
H 0.79431 2.78158 -3.66882
H 1.58654 2.05531 -2.24180
H 1.48074 3.82441 -2.39400
C -2.66368 -0.88633 -1.76315
H -3.34065 -0.32170 -1.11221
H -2.47387 -1.85771 -1.29413
H -3.11264 -1.03454 -2.75285
C -0.09910 -1.33869 -2.72582
H -0.37204 -1.40480 -3.78802
H -0.33981 -2.29472 -2.24631
H 0.97815 -1.16258 -2.64884
F -5.23842 -2.27734 2.34085
C -4.41332 -2.26009 1.24841
F -4.03683 -3.55245 1.00587
F -5.15645 -1.84211 0.18583
C -3.15217 -1.34429 1.52777
O -2.36042 -1.90033 2.32992
O -3.10496 -0.21904 0.95632
```

Output
Gap between HOMO and LUMO (spin up / spin down), eV: 6.22 / 6.80
Multiplicity: 3
Net charge: +1

Entry from the Open Molecules 2025 dataset: C26H43GaN3P2 as an isolated structure (ωB97M-V with the def2-TZVPD basis set).

The geometry in XYZ format:
```
75
C26H43GaN3P2 (ωB97M-V with the def2-TZVPD basis set)
Ga -0.42226 -0.27209 -5.63259
C -0.66331 -2.23917 1.22419
C 0.66558 -2.24377 0.71477
C 0.63736 -0.94904 2.61837
C -0.68140 -1.43064 2.39472
C 1.46570 -1.42643 1.56721
C -1.81214 -2.97372 0.66594
H -1.65195 -3.22138 -0.39128
H -2.73153 -2.37679 0.74408
H -1.99293 -3.91913 1.20487
C -1.87059 -1.12883 3.20899
H -2.77855 -1.19905 2.59506
H -1.82319 -0.11119 3.61777
H -1.98846 -1.82634 4.05485
C 1.05175 -0.08399 3.73767
H 1.08838 -0.63748 4.69003
H 0.36076 0.75873 3.87676
H 2.05082 0.32592 3.55263
C 2.90374 -1.15376 1.42181
H 3.50265 -1.72548 2.14953
H 3.12338 -0.08817 1.58319
H 3.25265 -1.42092 0.41840
C 1.14657 -2.98347 -0.46022
H 1.55843 -3.96340 -0.17200
H 1.94375 -2.43620 -0.98000
H 0.33755 -3.16934 -1.17571
C -1.59277 0.79007 -6.94594
C -1.80058 -0.60460 -7.14600
C -1.04290 -1.39354 -8.20151
C 0.49006 -1.12196 -8.22694
C 1.08120 -0.74908 -6.87830
C 1.17804 0.61646 -6.46320
C 0.71471 1.74805 -7.38916
C -0.73447 1.56641 -7.92568
H -1.48434 -1.27982 -9.20714
H 0.71480 -0.36427 -8.98456
H -1.17839 -2.45517 -7.95262
H -0.69269 1.07168 -8.90316
H -2.36640 1.38166 -6.44205
H -2.79227 -0.97832 -6.89457
H -1.16920 2.56291 -8.10315
H 0.75410 2.69956 -6.83247
H 1.96313 0.91293 -5.75145
H 1.40656 1.86617 -8.23848
H 0.97182 -2.03801 -8.60115
H 1.78737 -1.48413 -6.46472
P -2.01662 1.16706 -1.92223
P 1.40102 1.67103 -1.39196
C -1.05416 2.39428 -2.82580
C 0.36186 2.86067 -2.37123
H -1.70181 3.28392 -2.90537
H -0.95067 1.96823 -3.84191
H 0.93984 3.05592 -3.29207
H 0.30206 3.83410 -1.84722
C 2.09699 2.77325 -0.06477
H 2.64985 2.14206 0.64954
H 1.30393 3.29949 0.48433
H 2.79865 3.50780 -0.48365
C 2.87045 1.68536 -2.49632
H 2.92516 2.61208 -3.07893
H 2.79240 0.84046 -3.19131
H 3.79871 1.60775 -1.92059
C -3.77180 1.35262 -2.15383
H -4.27894 0.43687 -1.79513
H -3.99541 1.50394 -3.22490
H -4.09908 2.23112 -1.56610
C -1.45924 -0.44524 -2.50086
H -1.10179 -1.09547 -1.68915
H -0.62472 -0.36712 -3.25235
H -2.30171 -0.95741 -2.99695
N -1.74044 1.42364 -0.29889
C -1.35818 2.07586 0.63348
N -0.81544 2.63849 1.63678
C -1.34475 2.59204 2.86027
N -1.66815 2.60592 3.98654
```

Output
Gap between HOMO and LUMO (spin up / spin down), eV: 5.71 / 6.01
Multiplicity: 1
Net charge: +1

Entry from the Open Molecules 2025 dataset: C26H43InN6 as an isolated structure (ωB97M-V with the def2-TZVPD basis set).

The geometry in XYZ format:
```
76
C26H43InN6 (ωB97M-V with the def2-TZVPD basis set)
In 12.55356 8.74649 8.83362
C 15.70552 9.81373 10.44361
C 15.03043 8.46714 10.65506
N 13.54724 8.40948 10.85160
C 12.94499 9.24978 11.89970
C 12.66673 10.66401 11.44823
N 11.86936 10.72428 10.17960
C 11.88903 12.08638 9.59423
C 11.14507 12.26447 8.26496
C 10.63428 11.02022 7.58902
N 11.65594 10.02261 7.19873
C 12.78871 10.54116 6.40143
C 14.00617 10.96082 7.20177
N 14.38601 9.99134 8.25018
C 15.26639 10.67188 9.24862
H 16.77960 9.60682 10.37262
H 15.63080 10.43405 11.35903
H 15.54917 7.98615 11.50313
H 15.28733 7.86951 9.77036
H 13.35550 7.43983 11.10325
H 13.59252 9.29735 12.76430
H 12.01930 8.77341 12.23838
H 13.58881 11.20655 11.25515
H 12.14866 11.17588 12.27347
H 10.92355 10.49702 10.44996
H 12.93611 12.34593 9.43796
H 11.54014 12.82002 10.34838
H 11.78060 12.81239 7.58202
H 10.30163 12.91692 8.40514
H 10.05553 11.30409 6.70715
H 9.94353 10.50611 8.23700
H 11.19597 9.34658 6.59512
H 12.45758 11.40729 5.81310
H 13.08116 9.79135 5.67635
H 13.81271 11.89706 7.69749
H 14.83059 11.11708 6.49462
H 14.93680 9.24237 7.84836
H 14.74668 11.55826 9.62150
H 16.15830 11.08681 8.74262
C 13.00962 6.91522 7.75661
C 13.26038 7.49602 6.41555
C 14.60152 7.63876 6.20434
C 15.30910 7.06016 7.38210
C 14.36800 6.58940 8.25167
C 14.56088 5.68586 9.45146
C 16.78367 6.81860 7.36458
C 15.34562 8.03325 4.93736
C 12.16980 7.61216 5.39794
C 12.02341 5.75035 7.80278
H 14.16791 4.68765 9.26589
H 14.09875 6.04948 10.37083
H 15.61477 5.59301 9.68961
H 17.02073 6.12940 6.53555
H 17.13255 6.33359 8.28270
H 17.39922 7.71156 7.21526
H 15.89649 7.14551 4.57677
H 16.08681 8.80562 5.14177
H 14.68327 8.33829 4.11726
H 12.03265 6.66274 4.89046
H 12.41291 8.32969 4.61143
H 11.19355 7.83403 5.84900
H 12.34388 5.01880 7.06470
H 11.00484 6.03699 7.58574
H 12.04536 5.27227 8.76976
N 5.96564 5.24784 11.19878
C 6.92420 5.85270 11.03422
C 8.10258 6.58048 10.70638
C 9.32635 5.95208 10.74846
C 10.44578 6.67240 10.35691
N 10.39959 7.93341 9.91410
C 9.18538 8.54063 9.91316
C 8.03161 7.90318 10.29197
H 9.40267 4.91442 11.06694
H 11.42920 6.19628 10.37237
H 9.15491 9.58717 9.60969
H 7.06280 8.40449 10.26789
```

Output
Gap between HOMO and LUMO, eV: 7.42
Multiplicity: 1
Net charge: +2

Entry from the Open Molecules 2025 dataset: C26H43N3P2W as an isolated structure (ωB97M-V with the def2-TZVPD basis set).

The geometry in XYZ format:
```
75
C26H43N3P2W (ωB97M-V with the def2-TZVPD basis set)
W 0.59781 -0.18207 -0.19438
C 0.61826 2.00028 -0.63697
C 0.44251 1.25133 -1.85391
C -1.39907 0.84367 -0.48716
C -0.50816 1.72870 0.21589
C -0.81320 0.55401 -1.76754
C 1.67308 3.01353 -0.33522
H 2.50699 2.93185 -1.03735
H 2.04796 2.89457 0.69033
H 1.26983 4.03462 -0.41391
C -0.76963 2.38142 1.53349
H 0.15614 2.49867 2.10986
H -1.48473 1.80920 2.13571
H -1.19749 3.38234 1.38546
C -2.75339 0.41395 -0.03036
H -3.52986 1.07168 -0.44642
H -2.84538 0.46054 1.06107
H -2.98286 -0.60740 -0.35551
C -1.47069 -0.21360 -2.86401
H -2.18112 0.42091 -3.41431
H -2.03809 -1.06455 -2.47008
H -0.72863 -0.57662 -3.58040
C 1.31731 1.27950 -3.06243
H 0.86155 1.90087 -3.84804
H 1.44723 0.27023 -3.47742
H 2.30255 1.69847 -2.83157
C 5.48913 -2.41198 0.95598
C 5.99181 -1.46879 0.14094
C 6.69959 -1.71395 -1.16418
C 6.07130 -2.84272 -2.02419
C 4.57216 -2.95914 -1.93254
C 3.98157 -3.89833 -1.16615
C 4.65849 -4.66934 -0.05355
C 5.70780 -3.88858 0.79076
H 7.75858 -1.96236 -0.97428
H 6.54389 -3.79889 -1.74688
H 6.72436 -0.78570 -1.75597
H 6.70926 -4.07586 0.37788
H 5.09941 -2.10403 1.94200
H 6.12927 -0.45100 0.53950
H 5.71460 -4.33200 1.80053
H 3.89226 -5.06732 0.63350
H 3.00505 -4.30315 -1.45594
H 5.15969 -5.55855 -0.47216
H 6.35566 -2.66579 -3.07502
H 4.00525 -2.38320 -2.67820
P 2.67331 -0.50164 0.93652
P 0.21846 -2.58804 -0.67408
C 2.60711 -2.33987 0.93625
C 1.34694 -3.18530 0.65541
H 3.04092 -2.66360 1.89486
H 3.33614 -2.55903 0.14821
H 1.64736 -4.19837 0.33775
H 0.75483 -3.29882 1.57808
C -1.40895 -3.27207 -0.35754
H -2.16786 -2.71564 -0.92096
H -1.65212 -3.21094 0.71108
H -1.41577 -4.32337 -0.67425
C 0.77719 -3.10308 -2.30104
H 0.98116 -4.18276 -2.30521
H 1.68567 -2.55609 -2.58994
H -0.00957 -2.87540 -3.03478
C 3.21708 0.14999 2.49685
H 3.22090 1.25184 2.45251
H 4.23208 -0.21949 2.71750
H 2.51334 -0.16826 3.28434
C 3.53823 0.16967 -0.50064
H 2.95465 0.06761 -1.43081
H 4.47611 -0.37409 -0.65608
H 3.75663 1.23578 -0.34512
N -0.08360 -0.71876 1.58471
C -0.68832 -0.89608 2.59562
N -1.09769 -1.27847 3.72017
C -2.18776 -0.93935 4.38038
N -3.12889 -0.69130 5.02924
```

Output
Gap between HOMO and LUMO (spin up / spin down), eV: 6.07 / 6.69
Multiplicity: 3
Net charge: +2

Entry from the Open Molecules 2025 dataset: C26H44CeCl2O2P2 as an isolated structure (ωB97M-V with the def2-TZVPD basis set).

The geometry in XYZ format:
```
77
C26H44CeCl2O2P2 (ωB97M-V with the def2-TZVPD basis set)
Ce -1.09453 1.90339 1.65646
C -3.37881 2.55320 2.48219
C -3.66078 1.40432 1.66420
C -2.47818 0.68097 3.52050
C -2.67724 2.09318 3.65209
C -3.12228 0.24587 2.31501
C -3.83248 3.94002 2.17784
H -4.02803 4.06318 1.10277
H -3.07522 4.67507 2.49034
H -4.76446 4.18393 2.71495
C -2.23969 2.91460 4.81174
H -2.37653 3.97889 4.61305
H -1.17925 2.74829 5.04893
H -2.81695 2.65944 5.71322
C -1.86175 -0.19933 4.55091
H -2.42931 -0.14995 5.49165
H -0.82775 0.10074 4.77904
H -1.85524 -1.24455 4.22433
C -3.52309 -1.15793 2.02216
H -4.44742 -1.41396 2.56944
H -2.76387 -1.88490 2.33046
H -3.74148 -1.31219 0.96184
C -4.58492 1.41865 0.50161
H -5.61702 1.25026 0.83880
H -4.35087 0.63864 -0.22801
H -4.57202 2.38671 -0.00664
C 0.32028 2.53143 -0.58688
C -0.98978 2.86494 -0.81054
C -1.93290 2.20802 -1.78091
C -1.73013 0.69015 -1.95535
C -1.62612 -0.08686 -0.67003
C -0.49051 -0.31520 0.04307
C 0.91120 0.01019 -0.44662
C 1.10829 1.37225 -1.15769
H -1.83783 2.70706 -2.76180
H -0.86508 0.52649 -2.61216
H -2.96698 2.40089 -1.46348
H 0.95719 1.26477 -2.24448
H 0.95517 3.26380 -0.05915
H -1.31143 3.86296 -0.48506
H 2.17488 1.64220 -1.04102
H 1.59101 -0.00981 0.42066
H -0.53937 -0.89175 0.98750
H 1.27555 -0.79182 -1.11718
H -2.60694 0.30975 -2.50869
H -2.55717 -0.59272 -0.38326
P 3.46199 -2.59081 -2.65945
P 3.58137 -5.45125 -1.79730
C 4.49806 -3.68828 -3.76847
C 4.91518 -4.95171 -3.01309
H 5.37400 -3.10853 -4.08827
H 3.90419 -3.93607 -4.66009
H 5.08905 -5.79628 -3.69278
H 5.83373 -4.77491 -2.43458
C 4.48863 -6.82686 -0.97642
H 3.78226 -7.37763 -0.34064
H 5.28086 -6.40572 -0.34299
H 4.92627 -7.50469 -1.72303
C 2.57344 -6.46351 -2.96719
H 3.22103 -7.13269 -3.54902
H 2.00897 -5.80971 -3.64280
H 1.86126 -7.05882 -2.38158
C 4.67470 -1.21817 -2.45629
H 4.17617 -0.36276 -1.98043
H 5.07949 -0.92182 -3.43424
H 5.49311 -1.55551 -1.80585
C 2.35837 -1.85315 -3.93738
H 1.64716 -2.61804 -4.28035
H 2.94861 -1.48636 -4.78951
H 1.79295 -1.02423 -3.48526
Cl -1.62789 6.27616 3.77723
C -0.16931 6.29047 2.73055
Cl 1.36004 6.19837 3.61565
C -0.26518 5.12406 1.74169
O -0.31728 5.43821 0.54859
O -0.30320 3.91812 2.25188
H -0.18822 7.22885 2.17562
```

Output
Gap between HOMO and LUMO (spin up / spin down), eV: 2.09 / 2.13
Multiplicity: 1
Net charge: +2

Entry from the Open Molecules 2025 dataset: C26H44Cl2N5OP2Sm as an isolated structure (ωB97M-V with the def2-TZVPD basis set).

The geometry in XYZ format:
```
81
C26H44Cl2N5OP2Sm (ωB97M-V with the def2-TZVPD basis set)
Sm 0.40673 -0.09182 1.75194
C 2.65168 1.21142 2.32662
C 1.61945 2.03948 2.79381
C 0.95751 2.60823 1.69246
C 1.57103 2.08192 0.50790
C 2.58707 1.17087 0.90431
H 3.39070 0.69914 2.92580
H 1.48883 2.20065 3.85791
H 0.20892 3.35313 1.75478
H 1.16248 2.23740 -0.48914
H 3.15135 0.58486 0.20887
C -2.95147 -0.18791 -0.51746
P -1.66078 1.09144 -0.23568
C -0.71526 0.87388 -1.78526
N -0.78927 1.88187 -2.64041
C -0.25705 1.71490 -3.86559
C -0.21104 2.81457 -4.76182
C 0.26050 2.66632 -6.02218
C 0.60145 1.34950 -6.47599
C 0.57866 0.25409 -5.66593
C 0.18167 0.41925 -4.33003
N 0.31136 -0.57175 -3.41185
C -0.06481 -0.36108 -2.16396
P 0.50649 -1.62075 -0.95058
C -0.62706 -2.91840 -1.40277
C 2.05270 -2.39803 -1.54919
C 2.45021 -3.42748 -0.45502
C 3.13962 -1.32856 -1.61929
C 1.90445 -3.13385 -2.89757
C -2.58721 2.65972 -0.31358
C -3.56952 2.69370 -1.50656
C -1.61693 3.80318 -0.40586
C -3.46769 2.80659 0.92230
H -3.45152 -0.24910 -1.49626
H -3.82210 -0.06629 0.17768
H -2.58886 -1.16267 -0.22449
H -0.61744 3.78117 -4.45676
H 0.24818 3.46122 -6.73316
H 0.87782 1.21271 -7.52164
H 0.97489 -0.69417 -5.95300
H -0.66726 -2.97014 -2.47169
H -1.63798 -2.64061 -1.07128
H -0.37692 -3.81053 -0.89683
H 2.30331 -3.15288 0.54825
H 3.53692 -3.64591 -0.61750
H 2.00527 -4.40734 -0.64053
H 3.49042 -1.12376 -0.61439
H 2.83568 -0.39408 -2.05855
H 4.02050 -1.64156 -2.20820
H 1.24892 -4.00695 -2.77681
H 2.89617 -3.51598 -3.16286
H 1.50013 -2.49895 -3.67089
H -3.05206 2.47306 -2.43042
H -3.98684 3.66947 -1.48666
H -4.34866 1.92319 -1.35752
H -0.82188 3.71092 -1.09480
H -1.24602 4.07511 0.58412
H -2.18018 4.68024 -0.77050
H -4.16070 1.94269 1.01865
H -3.99052 3.76816 0.74311
H -2.80329 2.89600 1.81764
Cl -1.08013 1.50546 3.86679
C -2.75733 1.39162 4.49741
Cl -3.75983 0.28909 3.56421
H -3.23507 2.32372 4.42539
H -2.69598 1.01692 5.51369
C 2.55609 -3.79405 3.88106
N 2.29031 -2.78252 4.90490
C 1.56439 -1.67447 4.60777
N 1.26577 -0.83462 5.63616
O 1.13068 -1.41796 3.46912
H 1.60689 -3.98860 3.33376
H 2.87690 -4.68175 4.39051
H 3.26242 -3.42007 3.14875
H 2.61301 -2.82962 5.86017
H 1.37031 -1.16067 6.60165
H 0.80616 0.04091 5.44150
N -1.51433 -1.99891 2.29419
H -2.39532 -1.91078 1.84217
H -1.61499 -1.95102 3.28351
H -1.14066 -2.91218 2.08154
```

Output
Gap between HOMO and LUMO (spin up / spin down), eV: 7.51 / 8.26
Multiplicity: 6
Net charge: +2

net charge of number 6 (C26H44Cl2N5OP2Sm)?
+2

What is the multiplicity in the second record?
1

net charge of number 2 (C26H43GaN3P2)?
+1